{
  "formula": "C3H12O2S2",
  "method": "the ωB97M-V functional and the def2-TZVPD basis",
  "species": ["C", "C", "S", "S", "C", "H", "H", "H", "H", "H", "H", "H", "H", "H", "H", "O", "H", "H", "O"],
  "xyz": [[0.860, -1.557, -2.560], [-0.158, -1.198, -1.391], [0.661, -1.748, 0.082], [2.441, -0.881, -0.033], [1.822, 0.854, 0.363], [1.818, -0.965, -2.663], [1.092, -2.642, -2.562], [0.423, -1.292, -3.574], [-1.147, -1.690, -1.430], [-0.505, -0.089, -1.252], [0.910, 1.179, 0.930], [1.922, 1.284, -0.669], [2.705, 1.311, 0.845], [-1.364, 1.278, 1.103], [-1.129, -0.334, 0.823], [-1.616, 0.374, 1.309], [-2.831, 1.264, 3.341], [-3.308, 2.713, 3.552], [-2.597, 2.139, 3.787]],
  "forces_ev_per_a": [[-1.2, 1.2, -2.1], [0.4, 1.6, -1.1], [-0.9, -1.6, 1.2], [-0.6, 1.5, 1.4], [2.4, 1.1, -1.4], [-1.1, -0.7, 1.1], [-0.2, 0.7, 0.2], [0.0, -0.6, 1.1], [0.7, -0.4, -0.3], [1.2, -1.6, -0.7], [0.8, -1.3, -0.6], [-0.9, 0.1, 1.0], [-0.5, -0.1, 0.2], [0.4, -0.4, -0.4], [0.0, 1.3, 0.5], [-0.5, -0.8, 0.2], [0.6, 1.7, 0.8], [-0.8, 0.6, -0.2], [0.3, -2.3, -0.7]],
  "nbo_charge": [-0.64, -0.59, 0.10, 0.10, -0.76, 0.23, 0.23, 0.21, 0.24, 0.22, 0.25, 0.22, 0.23, 0.48, 0.49, -0.98, 0.49, 0.46, -0.95],
  "total_charge": 0,
  "energy_ev": -29069.933,
  "gap_ev": 9.4
}

{
  "formula": "C24H56N12OsS",
  "method": "the ωB97M-V functional and the def2-TZVPD basis",
  "species": ["Os", "C", "N", "C", "C", "N", "C", "C", "N", "C", "C", "N", "C", "N", "C", "C", "N", "C", "C", "C", "C", "N", "C", "N", "C", "C", "N", "C", "C", "N", "C", "C", "H", "H", "H", "H", "H", "H", "H", "H", "H", "H", "H", "H", "H", "H", "H", "H", "H", "H", "H", "H", "H", "H", "H", "H", "H", "H", "H", "H", "H", "H", "H", "H", "H", "H", "H", "H", "H", "H", "H", "H", "H", "H", "H", "H", "H", "H", "H", "H", "C", "N", "C", "S", "N", "C", "H", "H", "H", "H", "H", "H", "H", "H"],
  "xyz": [[-0.542, -0.397, -0.219], [1.963, -5.084, -0.699], [0.721, -4.429, -0.243], [-0.288, -5.380, 0.269], [0.567, -3.119, -0.237], [-0.574, -2.463, -0.344], [-1.860, -3.080, -0.673], [-2.894, -1.982, -0.806], [-2.647, -0.915, 0.195], [-2.783, -1.352, 1.614], [-1.431, -1.560, 2.245], [-0.560, -0.470, 1.816], [0.146, 0.256, 2.729], [-0.103, 0.155, 4.043], [-1.443, 0.285, 4.623], [0.991, -0.006, 5.016], [1.120, 1.093, 2.345], [1.852, 1.003, 1.088], [1.560, 2.206, 3.198], [-3.319, 0.373, -0.104], [-2.559, 1.492, 0.536], [-1.226, 1.594, -0.063], [-0.763, 2.883, -0.197], [-1.305, 3.887, 0.518], [-1.538, 3.795, 1.961], [-1.676, 5.171, -0.100], [0.205, 3.208, -1.050], [1.038, 4.408, -0.873], [0.528, 2.389, -2.204], [1.673, -2.233, 0.013], [2.322, -2.522, 1.306], [2.656, -1.999, -1.064], [1.679, -5.914, -1.343], [2.528, -5.495, 0.138], [2.588, -4.417, -1.278], [0.250, -6.229, 0.686], [-0.943, -5.758, -0.516], [-0.870, -4.938, 1.073], [-2.157, -3.799, 0.087], [-1.807, -3.613, -1.625], [-3.892, -2.411, -0.688], [-2.849, -1.524, -1.791], [-3.356, -2.277, 1.680], [-3.339, -0.590, 2.157], [-1.003, -2.495, 1.886], [-1.527, -1.656, 3.322], [-2.185, 0.501, 3.856], [-1.442, 1.111, 5.337], [-1.733, -0.610, 5.176], [1.924, -0.239, 4.510], [0.740, -0.838, 5.675], [1.122, 0.878, 5.640], [1.666, 0.046, 0.598], [2.923, 1.072, 1.290], [1.582, 1.831, 0.425], [0.777, 2.486, 3.897], [1.776, 3.060, 2.556], [2.468, 1.963, 3.750], [-4.347, 0.381, 0.269], [-3.361, 0.500, -1.185], [-2.474, 1.318, 1.613], [-3.128, 2.408, 0.391], [-1.058, 2.907, 2.369], [-2.601, 3.790, 2.209], [-1.104, 4.675, 2.439], [-1.656, 5.098, -1.183], [-1.029, 5.987, 0.226], [-2.690, 5.418, 0.213], [1.003, 4.753, 0.155], [0.724, 5.217, -1.532], [2.067, 4.153, -1.125], [-0.372, 1.919, -2.589], [1.258, 1.624, -1.940], [0.953, 3.025, -2.978], [1.575, -2.534, 2.101], [3.049, -1.738, 1.515], [2.852, -3.476, 1.303], [2.196, -2.168, -2.036], [3.532, -2.642, -0.965], [3.013, -0.966, -0.995], [2.849, 0.603, -4.688], [1.816, 0.149, -3.730], [0.543, -0.139, -3.933], [-0.473, -0.802, -2.627], [-0.099, -0.060, -5.077], [0.366, 0.314, -6.432], [3.818, 0.461, -4.218], [2.729, 1.658, -4.926], [2.830, 0.016, -5.600], [2.147, -0.026, -2.800], [-1.052, -0.394, -5.043], [0.981, 1.206, -6.409], [-0.517, 0.518, -7.029], [0.908, -0.505, -6.900]],
  "forces_ev_per_a": [[-2.0, 0.5, 1.6], [0.1, -0.1, 0.2], [0.0, -0.3, 0.1], [-0.1, -0.1, -0.2], [0.4, 0.2, 0.0], [0.7, 0.3, 0.6], [0.0, -0.1, -0.1], [-0.5, -0.2, -0.1], [2.1, 0.6, -1.1], [-0.3, -0.1, 0.2], [0.1, -0.2, 0.4], [0.0, -0.2, -1.3], [0.5, 0.1, 0.0], [-0.2, 0.0, 0.2], [-0.1, -0.1, 0.1], [0.0, 0.2, 0.1], [0.0, -0.2, -0.2], [-0.1, 0.2, 0.0], [0.1, 0.1, 0.1], [-0.8, -0.1, 0.0], [-0.2, 0.3, -0.2], [1.0, -0.7, -0.3], [-0.1, 0.3, 0.2], [-0.1, -0.1, 0.2], [-0.2, 0.1, 0.0], [0.1, 0.2, 0.1], [0.0, -0.2, -0.2], [0.0, 0.1, 0.0], [-0.1, 0.1, 0.1], [0.0, -0.1, -0.4], [-0.1, 0.0, 0.0], [-0.1, 0.0, 0.1], [-0.1, 0.0, 0.0], [0.0, 0.0, 0.0], [-0.1, 0.0, 0.0], [0.1, 0.0, 0.0], [0.0, 0.0, 0.0], [0.1, 0.0, 0.0], [-0.1, 0.1, 0.0], [0.1, -0.1, 0.0], [-0.1, 0.1, 0.1], [0.0, 0.1, 0.0], [-0.2, 0.1, -0.2], [0.0, 0.0, -0.1], [0.1, -0.1, 0.1], [0.0, 0.1, 0.0], [0.1, 0.0, 0.0], [0.0, 0.0, 0.0], [0.0, 0.0, 0.0], [0.0, 0.0, 0.0], [-0.1, 0.0, 0.0], [0.0, 0.0, 0.0], [0.1, -0.2, 0.0], [0.0, -0.1, 0.0], [0.0, -0.1, 0.1], [0.0, -0.1, 0.0], [0.0, 0.0, 0.0], [0.0, 0.0, 0.0], [0.0, -0.3, 0.0], [0.1, 0.0, 0.0], [0.0, 0.1, 0.0], [0.0, 0.1, 0.0], [0.0, 0.0, 0.0], [0.0, 0.0, 0.0], [0.1, 0.0, 0.0], [0.0, -0.1, 0.0], [0.1, 0.0, 0.0], [0.0, -0.1, 0.0], [0.0, 0.0, 0.0], [0.0, 0.0, 0.0], [0.0, -0.1, 0.0], [0.0, 0.0, 0.0], [0.0, 0.1, 0.1], [0.0, 0.0, 0.0], [0.0, 0.0, 0.0], [0.0, 0.0, 0.0], [0.0, 0.0, 0.0], [0.0, 0.0, 0.0], [0.0, 0.0, 0.0], [0.0, 0.0, 0.0], [0.0, 0.0, 0.0], [0.2, -0.1, -0.4], [0.1, 0.1, 0.2], [-0.4, -0.2, 0.0], [0.0, 0.1, -0.2], [0.0, -0.1, 0.0], [0.0, 0.0, 0.0], [0.0, 0.0, 0.0], [0.0, -0.1, 0.0], [0.0, -0.1, 0.1], [0.0, 0.1, 0.0], [0.0, 0.0, 0.0], [0.0, 0.0, 0.0], [0.0, 0.0, 0.1]],
  "lowdin_charge": [1.42, 0.02, -0.07, 0.01, -0.38, -0.17, -0.18, -0.16, -0.20, -0.09, -0.17, -0.07, -0.35, -0.14, 0.00, 0.00, -0.09, -0.03, 0.00, -0.13, -0.21, -0.07, -0.36, -0.14, -0.01, 0.00, -0.12, 0.00, -0.06, -0.21, -0.02, -0.07, 0.12, 0.11, 0.08, 0.12, 0.11, 0.09, 0.11, 0.15, 0.16, 0.08, 0.16, 0.13, 0.10, 0.12, 0.08, 0.12, 0.11, 0.10, 0.12, 0.11, 0.03, 0.13, 0.08, 0.10, 0.11, 0.11, 0.16, 0.14, 0.10, 0.14, 0.07, 0.11, 0.12, 0.11, 0.11, 0.11, 0.10, 0.11, 0.11, 0.07, 0.05, 0.12, 0.09, 0.10, 0.10, 0.08, 0.10, 0.08, 0.00, -0.01, -0.68, 0.73, 0.01, 0.00, 0.11, 0.10, 0.10, 0.08, 0.13, 0.09, 0.11, 0.11],
  "total_charge": 4,
  "energy_ev": -56941.835,
  "gap_ev": [6.1, 5.9]
}

{
  "formula": "C32H71F2N12O9",
  "method": "the ωB97M-V functional and the def2-TZVPD basis",
  "species": ["C", "C", "C", "O", "C", "N", "C", "C", "F", "C", "C", "N", "C", "C", "O", "C", "C", "O", "C", "C", "C", "C", "F", "C", "C", "C", "C", "C", "C", "C", "C", "C", "C", "O", "C", "H", "H", "H", "H", "H", "H", "H", "H", "H", "H", "H", "H", "H", "H", "H", "H", "H", "H", "H", "H", "H", "H", "H", "H", "H", "H", "H", "H", "H", "H", "H", "H", "H", "H", "H", "H", "H", "H", "H", "H", "H", "H", "H", "H", "H", "H", "H", "H", "H", "H", "H", "C", "O", "N", "N", "H", "H", "H", "H", "C", "O", "N", "N", "H", "H", "H", "H", "C", "O", "N", "N", "H", "H", "H", "H", "C", "O", "N", "N", "H", "H", "H", "H", "C", "O", "N", "N", "H", "H", "H", "H"],
  "xyz": [[2.764, -2.987, 2.328], [1.998, -3.574, 1.121], [0.635, -2.943, 0.891], [0.597, -1.901, -0.104], [1.075, -0.684, 0.265], [0.057, 0.246, 0.936], [-0.424, -0.167, 2.289], [-1.107, 0.945, 3.062], [-1.368, -1.142, 2.039], [0.916, 1.480, 1.095], [1.767, 1.522, -0.208], [3.126, 2.001, 0.090], [3.832, 2.491, -1.104], [3.204, 3.490, -2.050], [4.973, 2.079, -1.303], [3.145, 3.034, 1.140], [2.433, 4.357, 0.946], [3.738, 2.790, 2.189], [1.669, 0.142, -0.894], [3.043, -0.548, -1.180], [3.185, -1.300, -2.511], [2.488, -2.632, -2.547], [2.628, -3.154, -3.848], [0.777, 0.214, -2.126], [-0.517, 1.060, -2.033], [-1.747, 0.322, -2.554], [-2.108, -0.944, -1.769], [-3.632, -1.116, -1.705], [-4.210, -0.220, -0.594], [-4.503, -0.995, 0.702], [-5.688, -0.450, 1.490], [-5.530, 1.010, 1.895], [-4.648, 1.183, 3.113], [-5.250, 0.545, 4.227], [-4.347, -0.279, 4.943], [2.076, -2.550, 3.050], [3.404, -3.726, 2.791], [3.421, -2.179, 2.002], [2.643, -3.498, 0.257], [1.823, -4.623, 1.328], [-0.045, -3.704, 0.532], [0.242, -2.612, 1.850], [1.806, -0.793, 1.069], [-0.818, 0.378, 0.421], [0.377, -0.639, 2.854], [-1.872, 0.476, 3.667], [-0.423, 1.465, 3.720], [-1.594, 1.619, 2.363], [1.509, 1.267, 1.976], [0.348, 2.395, 1.132], [1.267, 2.308, -0.779], [3.800, 4.395, -2.109], [3.236, 3.052, -3.045], [2.169, 3.731, -1.844], [3.175, 5.095, 0.657], [1.951, 4.659, 1.865], [1.717, 4.311, 0.131], [3.868, 0.147, -1.115], [3.235, -1.276, -0.397], [4.242, -1.520, -2.618], [2.943, -0.705, -3.384], [2.950, -3.364, -1.893], [1.425, -2.589, -2.345], [0.500, -0.773, -2.477], [1.390, 0.647, -2.911], [-0.735, 1.449, -1.040], [-0.403, 1.941, -2.661], [-1.655, 0.120, -3.616], [-2.573, 1.026, -2.452], [-1.768, -0.907, -0.736], [-1.687, -1.807, -2.280], [-3.901, -2.144, -1.496], [-4.063, -0.796, -2.649], [-3.486, 0.560, -0.348], [-5.116, 0.288, -0.913], [-3.624, -0.968, 1.350], [-4.686, -2.041, 0.474], [-6.583, -0.550, 0.877], [-5.854, -1.041, 2.386], [-6.503, 1.424, 2.144], [-5.136, 1.620, 1.084], [-4.540, 2.243, 3.344], [-3.665, 0.745, 2.919], [-3.443, 0.284, 5.179], [-4.088, -1.169, 4.369], [-4.823, -0.601, 5.860], [-2.115, -2.223, 6.178], [-3.182, -2.481, 5.657], [-1.846, -2.475, 7.490], [-1.087, -1.644, 5.465], [-0.971, -2.266, 7.931], [-2.577, -2.896, 8.033], [-1.271, -1.465, 4.500], [-0.193, -1.414, 5.856], [-7.839, 4.565, 1.575], [-6.819, 4.223, 2.150], [-7.820, 5.203, 0.364], [-9.081, 4.338, 2.097], [-8.646, 5.494, -0.123], [-6.924, 5.388, -0.042], [-9.128, 3.876, 2.985], [-9.932, 4.612, 1.644], [6.288, 4.965, -4.025], [5.186, 5.497, -3.994], [7.287, 5.398, -4.848], [6.584, 3.897, -3.230], [8.195, 4.977, -4.886], [7.087, 6.184, -5.438], [5.855, 3.568, -2.628], [7.470, 3.429, -3.216], [-0.041, -5.475, -1.521], [0.881, -5.818, -0.799], [0.165, -4.945, -2.764], [-1.349, -5.575, -1.133], [-0.574, -4.635, -3.365], [1.116, -4.865, -3.075], [-1.531, -5.967, -0.228], [-2.122, -5.302, -1.709], [6.605, -2.496, -4.720], [6.399, -2.158, -3.564], [7.588, -1.929, -5.481], [5.867, -3.465, -5.338], [7.777, -2.192, -6.429], [8.148, -1.218, -5.051], [5.131, -3.891, -4.806], [6.019, -3.758, -6.283]],
  "forces_ev_per_a": [[0.0, 0.4, -0.8], [0.3, 0.3, 1.0], [0.2, -0.7, 0.0], [-0.3, 0.4, 0.0], [0.0, -0.8, -0.3], [0.0, 0.6, 1.5], [-0.7, -0.3, 0.3], [0.3, -0.3, -0.5], [0.0, 0.1, -0.1], [0.2, -0.7, -1.3], [0.1, 1.3, 0.4], [0.0, 0.3, -0.1], [2.2, -0.6, -0.3], [-0.2, -0.7, 0.0], [-2.2, 1.0, 0.5], [1.4, -0.6, 2.5], [0.1, -0.6, -0.6], [-1.4, 0.4, -2.3], [0.3, -0.6, 0.9], [-0.3, -0.2, -0.6], [0.5, -0.1, 0.5], [-0.1, 0.0, -0.6], [-0.1, -0.1, -0.1], [-0.4, 0.5, 0.0], [0.1, -0.3, -0.7], [-0.2, 0.4, 0.8], [-0.7, -0.1, -0.8], [0.2, 0.8, 0.4], [-0.1, -0.5, 0.4], [0.0, 0.2, 0.2], [0.0, 0.2, -0.3], [-0.2, 0.0, 0.2], [-0.4, -0.1, 0.1], [0.1, 0.0, 0.1], [-0.5, 0.3, -0.6], [0.0, -0.2, 0.4], [0.0, -0.1, 0.2], [0.1, 0.1, 0.0], [-0.1, -0.2, -0.4], [-0.1, -0.2, -0.3], [-0.2, 0.0, -0.3], [-0.1, 0.2, -0.1], [0.3, 0.2, 0.0], [0.3, 0.1, -0.5], [0.4, 0.1, -0.2], [0.0, 0.0, 0.2], [0.2, 0.3, 0.0], [-0.1, 0.3, 0.1], [0.2, 0.4, 0.2], [-0.4, 0.0, 0.6], [-0.1, -0.3, -0.6], [0.1, 0.2, 0.0], [0.1, 0.0, -0.2], [-0.1, 0.1, 0.1], [0.1, 0.2, 0.1], [0.0, 0.1, 0.2], [-0.2, 0.0, 0.0], [0.0, 0.1, 0.1], [0.1, -0.1, 0.2], [0.3, 0.0, -0.1], [-0.3, 0.1, -0.1], [0.1, 0.0, 0.3], [-0.2, 0.0, 0.1], [0.1, -0.3, 0.1], [0.1, 0.0, -0.2], [0.0, 0.1, 0.1], [0.1, 0.3, 0.1], [0.1, -0.2, -0.2], [-0.2, 0.1, -0.1], [0.3, -0.2, 0.0], [0.4, -0.2, 0.3], [-0.1, -0.2, -0.2], [-0.1, -0.3, -0.3], [0.0, 0.3, -0.2], [-0.1, 0.0, -0.1], [0.1, -0.2, 0.0], [0.0, -0.2, -0.1], [-0.1, 0.0, -0.1], [0.0, -0.1, 0.1], [-0.1, 0.1, 0.0], [0.0, 0.1, -0.1], [0.2, 0.2, 0.0], [0.0, 0.0, 0.0], [0.3, 0.0, 0.3], [0.0, 0.2, -0.1], [-0.1, 0.0, 0.1], [0.1, -0.1, 0.1], [0.4, -0.6, 0.3], [0.0, 0.1, -0.1], [0.1, 0.0, 0.1], [0.0, 0.0, 0.0], [0.0, 0.0, 0.0], [-0.1, -0.1, -0.1], [0.0, 0.0, 0.1], [-0.1, 0.0, 0.0], [0.1, 0.0, -0.1], [0.0, -0.1, 0.0], [0.0, 0.0, 0.0], [0.0, 0.0, 0.0], [0.0, 0.0, 0.0], [0.0, 0.0, 0.0], [0.0, 0.0, 0.0], [0.0, 0.0, 0.1], [0.0, 0.0, 0.0], [-0.1, 0.0, 0.0], [0.0, 0.2, -0.1], [0.0, 0.0, 0.0], [0.0, 0.0, 0.0], [0.1, -0.3, 0.1], [0.0, 0.0, 0.0], [0.0, 0.0, -0.1], [0.0, 0.1, 0.0], [0.0, 0.0, 0.1], [0.0, 0.1, 0.1], [0.0, -0.1, 0.0], [0.0, 0.0, -0.1], [0.0, -0.1, 0.0], [0.0, 0.0, -0.1], [0.0, -0.1, -0.1], [-0.1, 0.1, 0.0], [0.0, 0.0, 0.0], [0.0, 0.0, 0.0], [0.0, 0.0, 0.0], [0.0, 0.0, 0.0], [0.0, 0.0, 0.0], [0.0, 0.0, 0.0]],
  "lowdin_charge": [-0.08, -0.19, -0.15, -0.03, -0.24, 0.06, -0.32, 0.02, 0.03, -0.01, -0.20, 0.04, -0.38, 0.02, 0.11, -0.40, 0.02, 0.13, -0.25, -0.06, -0.14, -0.20, -0.07, -0.09, -0.17, -0.19, -0.20, -0.19, -0.20, -0.20, -0.19, -0.17, -0.23, -0.17, -0.12, 0.06, 0.08, 0.07, 0.09, 0.11, 0.11, 0.10, 0.16, 0.15, 0.15, 0.05, 0.11, 0.10, 0.14, 0.14, 0.12, 0.09, 0.11, 0.06, 0.11, 0.10, 0.07, 0.09, 0.11, 0.10, 0.12, 0.12, 0.09, 0.11, 0.13, 0.09, 0.12, 0.12, 0.11, 0.08, 0.11, 0.10, 0.11, 0.10, 0.11, 0.08, 0.11, 0.11, 0.11, 0.11, 0.11, 0.13, 0.07, 0.08, 0.07, 0.10, -0.66, 0.02, 0.17, 0.16, 0.10, 0.11, 0.06, 0.10, -0.68, 0.01, 0.15, 0.15, 0.09, 0.10, 0.10, 0.09, -0.68, 0.01, 0.15, 0.17, 0.09, 0.10, 0.05, 0.10, -0.68, 0.03, 0.17, 0.16, 0.10, 0.09, 0.11, 0.09, -0.68, 0.01, 0.15, 0.16, 0.09, 0.10, 0.09, 0.09],
  "total_charge": 1,
  "energy_ev": -76076.894,
  "gap_ev": 8.5
}

{
  "formula": "C7H12O",
  "method": "the ωB97M-V functional and the def2-TZVPD basis",
  "species": ["C", "C", "C", "C", "C", "C", "C", "O", "H", "H", "H", "H", "H", "H", "H", "H", "H", "H", "H", "H"],
  "xyz": [[1.258, 0.743, -0.348], [1.977, -0.592, -0.267], [-0.765, 0.122, 1.976], [-0.980, -0.637, -0.366], [-0.311, 0.558, -0.866], [-1.186, -0.857, 0.946], [-0.898, 1.492, -1.588], [-1.312, -1.536, -1.346], [-1.605, -2.360, -0.938], [1.385, 1.337, 0.558], [1.686, 1.363, -1.136], [-1.507, -1.837, 1.278], [-0.373, 2.372, -1.924], [-1.951, 1.432, -1.828], [1.499, -1.235, 0.472], [1.928, -1.109, -1.221], [3.026, -0.452, -0.012], [-1.023, 1.139, 1.691], [0.365, 0.158, 1.976], [-1.213, -0.101, 2.942]],
  "forces_ev_per_a": [[-1.8, -0.1, -1.7], [-0.1, 0.2, 0.1], [1.2, 0.4, -0.1], [-0.7, -0.9, 1.1], [2.7, 0.9, 1.4], [0.2, -0.2, -1.1], [-0.3, 0.1, -0.1], [0.2, 0.0, -0.2], [-0.1, 0.1, 0.0], [-0.5, -0.2, 0.1], [0.2, 0.0, -0.1], [-0.3, 0.0, -0.1], [0.1, 0.1, 0.0], [0.0, -0.1, -0.2], [0.1, -0.1, 0.1], [0.0, -0.1, -0.2], [0.0, -0.1, 0.1], [-0.3, 0.1, 0.0], [-1.1, -0.2, 0.8], [0.4, 0.0, 0.1]],
  "nbo_charge": [-0.41, -0.62, -0.64, 0.27, -0.03, -0.31, -0.36, -0.68, 0.48, 0.21, 0.21, 0.19, 0.20, 0.20, 0.21, 0.21, 0.21, 0.22, 0.21, 0.22],
  "total_charge": 0,
  "energy_ev": -9499.467,
  "gap_ev": 9.3
}